The following is a quantum chemistry calculation of C41H37Br5F3LaN4O6PS4 as an isolated structure, from OMol25.

CARTESIAN COORDINATES (ANGSTROEM)
La: -0.491 0.728 -0.089
Br: -0.564 3.497 6.496
C: -0.703 2.305 5.034
C: -1.122 0.997 5.225
Br: -1.584 0.366 6.945
C: -1.192 0.134 4.119
Br: -1.875 -1.625 4.267
C: -0.808 0.527 2.834
O: -0.797 -0.296 1.807
C: -0.443 1.901 2.627
O: -0.201 2.314 1.397
C: -0.393 2.745 3.738
Br: 0.065 4.548 3.382
Br: -5.411 7.033 1.104
C: -4.769 5.251 0.970
C: -3.877 4.771 1.916
C: -3.397 3.478 1.796
C: -3.808 2.669 0.744
C: -4.717 3.161 -0.185
C: -5.196 4.460 -0.080
N: -3.272 1.360 0.624
C: -4.096 0.428 0.412
C: -3.690 -0.963 0.154
C: -4.634 -1.968 0.251
C: -4.240 -3.285 0.063
C: -2.911 -3.538 -0.209
C: -2.033 -2.463 -0.313
N: -2.409 -1.198 -0.148
H: -3.559 5.394 2.741
H: -2.698 3.085 2.527
H: -4.999 2.546 -1.034
H: -5.881 4.853 -0.820
H: -5.171 0.618 0.430
H: -5.663 -1.719 0.483
H: -4.961 -4.090 0.136
H: -2.534 -4.545 -0.348
H: -0.986 -2.624 -0.524
C: 1.633 3.160 -5.960
C: 1.868 1.931 -5.140
C: 3.023 1.646 -4.486
C: 3.044 0.496 -3.661
N: 1.991 -0.279 -3.525
C: 0.827 0.028 -4.120
S: -0.647 -0.684 -3.729
N: 0.827 1.077 -5.016
C: 4.230 0.141 -2.824
H: 2.570 3.570 -6.331
H: 1.142 3.910 -5.333
H: 0.973 2.948 -6.802
H: 3.874 2.308 -4.558
H: -0.091 1.373 -5.318
H: 5.121 0.704 -3.103
H: 4.417 -0.933 -2.871
H: 3.971 0.349 -1.780
C: 2.609 3.462 -0.658
C: 2.833 2.953 0.746
O: 2.477 1.581 0.852
C: 2.887 1.106 2.138
C: 2.744 -0.383 2.267
H: 2.798 4.537 -0.688
H: 1.586 3.281 -0.969
H: 3.280 2.965 -1.367
H: 2.239 3.539 1.456
H: 3.888 3.056 1.018
H: 2.297 1.614 2.911
H: 3.936 1.388 2.285
H: 1.707 -0.692 2.149
H: 3.082 -0.693 3.259
H: 3.344 -0.884 1.508
F: -2.588 4.556 -1.986
C: -1.421 3.966 -1.764
F: -0.453 4.774 -2.224
F: -1.252 3.821 -0.436
S: -1.236 2.305 -2.548
O: -1.310 2.601 -3.950
O: -2.287 1.510 -1.930
O: 0.094 1.983 -1.998
S: 4.108 -3.210 -0.756
P: 2.224 -3.152 -0.174
S: 1.205 -1.509 -0.717
C: 1.298 -4.555 -0.915
C: 0.445 -4.365 -1.999
C: -0.241 -5.447 -2.542
C: -0.061 -6.722 -2.025
C: 0.825 -6.922 -0.971
C: 1.502 -5.843 -0.419
C: 2.090 -3.552 1.607
C: 3.239 -3.717 2.371
C: 3.140 -4.033 3.723
C: 1.890 -4.178 4.310
C: 0.740 -4.018 3.547
C: 0.839 -3.707 2.198
H: 0.326 -3.370 -2.420
H: -0.922 -5.289 -3.371
H: -0.603 -7.563 -2.442
H: 0.987 -7.918 -0.577
H: 2.196 -5.996 0.400
H: 4.204 -3.603 1.892
H: 4.038 -4.163 4.315
H: 1.809 -4.416 5.366
H: -0.232 -4.122 4.008
H: -0.060 -3.577 1.603

Cartesian forces (eV/Å) of the 3 atoms listed first:
La -0.050 -1.842 -1.954
Br -0.004 -0.008 -0.028
C -0.039 -0.079 -0.032

Values from the calculation:
total energy = -473226.936 eV
ΔE to the lowest compared entry with this formula, charge and spin = 1.222 eV
HOMO-LUMO gap = 0.244 Ha
LUMO level = 1.505 eV
net charge = -1
E_HOMO = -5.1 eV